Computed, not measured: a molecular structure, C17H13N3O3Tc, with ωB97M-V/def2-TZVPD.

Results
orbital gap (alpha / beta): 4.88 / 4.87 eV
energy above the lowest of the compared OMol25 structures with the same formula, charge and spin: 0.0000 eV

```
! RIJCOSX wB97M-V def2-TZVPD def2/J DEFGRID3
* xyz 4 2
Tc 0.123 0.471 -0.579
C -2.961 0.448 -1.636
O -1.989 0.500 -0.478
C -2.465 0.640 0.802
C -3.785 0.732 1.120
C -4.130 0.838 2.479
C -3.158 0.845 3.514
C -1.838 0.759 3.206
C -1.446 0.663 1.833
N -0.155 0.571 1.432
N 0.776 0.572 2.337
C 2.075 0.321 2.116
C 2.650 -0.118 0.813
O 1.859 -0.180 -0.234
C 3.958 -0.508 0.698
C 4.794 -0.436 1.818
C 4.322 0.022 3.067
C 5.195 0.092 4.153
C 4.744 0.558 5.433
C 3.435 0.929 5.594
C 2.543 0.849 4.505
C 2.964 0.402 3.230
H -3.624 -0.396 -1.466
H -2.345 0.283 -2.516
H -3.471 1.407 -1.680
H -4.566 0.720 0.372
H -5.181 0.913 2.742
H -3.483 0.923 4.544
H -1.080 0.764 3.975
H 4.329 -0.851 -0.260
H 5.835 -0.729 1.719
H 6.232 -0.209 4.039
H 5.448 0.606 6.256
H 3.077 1.282 6.554
H 1.513 1.147 4.650
O 0.594 3.286 -0.909
N 0.380 2.203 -0.764
*
```